{"formula": "C19H19Cl2N3O", "method": "ωB97M-V with the def2-TZVPD basis set", "multiplicity": 1, "lumo_ev": 0.3, "smiles": "CN(C)c1cc(C(=O)N2C=C(c3ccc(Cl)cc3Cl)CCC2)ccn1", "e_above_lowest_ev": 0.299, "charge": 0, "homo_energy_ha": -0.29385, "symbols": ["C", "N", "C", "C", "C", "C", "C", "O", "N", "C", "C", "C", "C", "C", "C", "Cl", "C", "C", "Cl", "C", "C", "C", "C", "C", "N", "H", "H", "H", "H", "H", "H", "H", "H", "H", "H", "H", "H", "H", "H", "H", "H", "H", "H", "H"], "positions_angstrom": [[0.2937, 1.1724, 5.3235], [0.4615, -0.2526, 4.9702], [0.5742, -1.2777, 6.0333], [0.5405, -0.6594, 3.6608], [1.3198, 0.0399, 2.7259], [1.4378, -0.4710, 1.4047], [2.1860, 0.2809, 0.3524], [3.2734, 0.7754, 0.6504], [1.6595, 0.4247, -0.9400], [0.3175, 0.1358, -1.2957], [-0.1505, 0.3063, -2.5902], [-1.5859, 0.1112, -2.9794], [-1.8413, -0.3757, -4.3063], [-3.1419, -0.4711, -4.7975], [-4.2205, -0.0859, -4.0395], [-5.8262, -0.2116, -4.6901], [-3.9891, 0.3120, -2.6923], [-2.6957, 0.4746, -2.2122], [-2.4959, 1.2887, -0.6811], [0.8385, 0.6963, -3.7159], [1.9730, 1.5313, -3.1106], [2.6269, 0.8476, -1.9663], [0.8397, -1.7098, 1.1915], [0.1142, -2.3202, 2.2427], [-0.0714, -1.8106, 3.4393], [-0.3555, 1.3283, 6.1931], [-0.2345, 1.7364, 4.4946], [1.2263, 1.7033, 5.5543], [1.4665, -1.9018, 5.8941], [0.6726, -0.8604, 7.0522], [-0.3110, -1.9356, 6.1098], [1.7347, 0.9884, 3.0159], [-0.3957, -0.1462, -0.4789], [-0.9862, -0.6624, -4.9664], [-3.2934, -0.8615, -5.7693], [-4.8298, 0.5692, -2.0488], [0.4326, 1.2683, -4.5439], [1.2510, -0.2650, -4.1410], [2.6596, 1.7732, -3.9290], [1.5606, 2.4972, -2.7821], [3.1463, -0.0209, -2.3687], [3.3371, 1.5327, -1.5770], [0.8963, -2.2387, 0.2609], [-0.4153, -3.2560, 2.0524]], "mulliken_charge": [-1.079, 0.240, -0.985, 0.211, -0.523, 0.395, 0.197, -0.625, 0.091, -0.598, 0.613, -0.008, -0.447, -0.636, 0.196, -0.204, -0.565, 0.549, -0.194, -0.859, -0.918, -0.618, -0.382, -0.458, -0.539, 0.394, 0.339, 0.322, 0.315, 0.375, 0.290, 0.500, 0.405, 0.303, 0.445, 0.414, 0.433, 0.351, 0.381, 0.344, 0.229, 0.399, 0.517, 0.391]}

{"formula": "C28H45NOPRhS2Si3", "method": "ωB97M-V with the def2-TZVPD basis set", "multiplicity": 5, "lumo_ev": [0.5, -2.4], "e_above_lowest_ev": 0.000, "charge": 0, "homo_energy_ha": [-0.27165, -0.29536], "s2": 6.02, "symbols": ["Rh", "C", "O", "Si", "C", "C", "C", "Si", "C", "C", "C", "Si", "C", "C", "C", "H", "H", "H", "H", "H", "H", "H", "H", "H", "H", "H", "H", "H", "H", "H", "H", "H", "H", "H", "H", "H", "H", "H", "H", "H", "H", "H", "C", "C", "C", "C", "C", "C", "N", "H", "H", "H", "H", "H", "H", "H", "H", "S", "P", "S", "C", "C", "C", "C", "C", "C", "C", "C", "C", "C", "C", "C", "H", "H", "H", "H", "H", "H", "H", "H", "H", "H"], "positions_angstrom": [[1.0127, -0.2815, 0.4269], [-2.2045, 3.0147, 1.8924], [-1.0921, 2.2417, 2.2949], [0.5710, 2.5660, 2.1869], [0.7326, 4.3985, 1.8142], [1.1454, 1.9798, 3.9102], [1.5216, 1.7266, 0.8679], [3.2572, 1.3367, 1.1844], [4.1115, 2.9631, 1.6876], [3.6317, -0.0626, 2.3484], [4.4246, 0.8824, -0.2966], [1.2466, 1.9094, -0.9591], [2.2960, 3.5551, -1.4606], [1.9073, 0.7849, -2.3071], [-0.4674, 2.4181, -1.4339], [-2.6334, 2.5767, 0.9480], [-2.0160, 4.0962, 1.6829], [-2.9394, 3.0492, 2.7452], [1.7621, 4.5905, 2.0249], [0.0789, 5.1280, 2.3199], [0.6982, 4.5917, 0.7361], [2.1744, 1.5704, 4.0257], [0.5018, 1.1441, 4.1343], [1.0902, 2.7802, 4.6685], [3.8153, 3.2999, 2.7227], [3.8592, 3.7134, 0.9711], [5.2333, 2.8874, 1.6786], [4.6878, -0.0236, 2.7475], [3.5213, -1.0448, 1.8477], [3.0330, -0.1401, 3.2695], [4.1237, -0.0388, -0.7688], [5.4962, 0.7666, 0.1758], [4.5838, 1.5888, -1.1234], [3.3708, 3.5520, -1.1811], [1.7195, 4.3833, -1.0620], [2.1973, 3.5640, -2.5367], [2.6224, 0.0633, -1.9673], [2.4024, 1.2564, -3.2016], [0.9666, 0.3348, -2.7001], [-1.2132, 1.7646, -0.9648], [-0.6707, 2.4814, -2.5282], [-0.6144, 3.4140, -1.0293], [2.4605, -3.3916, 0.9307], [1.4338, -2.8694, 1.8949], [0.7723, -3.7306, 2.8287], [-0.3228, -3.0194, 3.3530], [-0.3388, -1.7607, 2.6666], [-1.3403, -0.7422, 2.9491], [0.7797, -1.6745, 1.8629], [2.7917, -4.3975, 1.3486], [3.3348, -2.7298, 0.9371], [2.1728, -3.4208, -0.1565], [1.1751, -4.6913, 3.1013], [-1.0584, -3.3689, 4.1359], [-1.8484, -1.0219, 3.8576], [-2.1025, -0.6457, 2.1249], [-0.8932, 0.2127, 2.8944], [-3.0623, 0.1582, -0.4192], [-2.1492, -1.2788, -1.3885], [-0.1588, -1.7531, -1.1517], [-3.0437, -2.8181, -1.1088], [-3.2281, -3.6777, -2.1351], [-3.9953, -4.8501, -1.9672], [-4.6537, -5.0574, -0.7385], [-4.4283, -4.2049, 0.3337], [-3.5987, -3.1442, 0.1110], [-2.3264, -0.8500, -3.1684], [-1.2697, -0.9723, -4.1178], [-1.5164, -0.5051, -5.3903], [-2.7638, -0.1430, -5.8227], [-3.7974, -0.0204, -4.8910], [-3.6159, -0.4850, -3.6035], [-2.7295, -3.5532, -3.0971], [-4.1190, -5.5591, -2.7677], [-5.1257, -6.0581, -0.5569], [-4.8974, -4.3298, 1.2918], [-3.3831, -2.4284, 0.9516], [-0.3917, -1.5977, -3.9104], [-0.6814, -0.4690, -6.1804], [-2.8952, 0.1299, -6.8687], [-4.7478, 0.3895, -5.1043], [-4.3833, -0.4536, -2.8206]], "mulliken_charge": [-0.200, -0.651, -0.441, -0.165, -1.344, -1.019, 0.899, 0.741, -1.159, -0.796, -1.176, 0.839, -1.190, -0.544, -0.585, 0.069, 0.285, 0.286, 0.408, 0.443, 0.354, 0.307, 0.234, 0.463, 0.274, 0.377, 0.335, 0.434, -0.199, 0.248, 0.342, 0.302, 0.295, 0.246, 0.379, 0.440, 0.208, 0.339, -0.148, -0.355, 0.278, 0.423, -1.134, 0.456, -0.863, -0.827, 0.362, 0.129, 1.236, 0.362, 0.321, 0.161, 0.488, 0.389, 0.633, -0.238, -1.021, -0.445, 1.289, -0.623, 0.182, -0.235, -0.792, -0.420, -0.762, 0.090, 0.221, -0.441, -0.520, -0.404, -0.710, -0.561, 0.338, 0.414, 0.272, 0.443, 0.044, 0.435, 0.269, 0.355, 0.437, 0.398]}

{"formula": "C4H9CaN6O2S5Sb", "method": "ωB97M-V with the def2-TZVPD basis set", "multiplicity": 1, "lumo_ev": 4.4, "e_above_lowest_ev": 0.000, "charge": -2, "homo_energy_ha": -0.05390, "symbols": ["Ca", "C", "C", "N", "N", "C", "S", "N", "N", "H", "H", "H", "H", "H", "H", "N", "N", "C", "O", "O", "H", "H", "H", "S", "Sb", "S", "S", "S"], "positions_angstrom": [[-0.2318, -2.2143, 0.5095], [0.2489, 3.9299, -0.3579], [-0.4271, 3.3239, 0.8142], [-0.7558, 3.9310, 1.9090], [-1.3363, 2.9326, 2.6554], [-1.3610, 1.7232, 2.0649], [-2.0022, 0.3026, 2.6532], [-0.7743, 1.9968, 0.8626], [-0.5208, 1.1180, -0.1818], [0.2830, 5.0097, -0.2301], [-0.2884, 3.6680, -1.2693], [1.2619, 3.5383, -0.4579], [-1.6616, 3.1088, 3.5868], [-1.2613, 0.4171, -0.2389], [0.3553, 0.6237, 0.0099], [0.4215, -2.7144, -1.7691], [-0.5285, -2.0573, -2.5821], [-1.7588, -1.6701, -2.0144], [-2.7054, -1.4993, -2.7800], [-1.7474, -1.4995, -0.7278], [1.3887, -2.4915, -2.0000], [0.3363, -3.7256, -1.8022], [-0.6394, -2.3692, -3.5327], [3.6222, -3.2415, -1.1854], [2.8528, -3.1134, 0.9961], [0.9081, -4.5078, 1.1971], [1.9023, -0.9105, 1.2893], [4.4193, -3.6090, 2.5815]], "mulliken_charge": [0.947, -1.078, 0.923, -0.869, 0.186, 0.277, -0.465, 0.581, -0.968, 0.353, 0.280, 0.255, 0.172, 0.274, 0.137, -0.380, -0.153, 0.697, -0.757, -0.863, 0.097, 0.253, 0.241, -0.818, 1.021, -0.806, -0.771, -0.765]}

{"formula": "C5H5NO2", "method": "ωB97M-V with the def2-TZVPD basis set", "multiplicity": 1, "lumo_ev": 0.3, "smiles": "CC(=O)c1ncco1", "e_above_lowest_ev": 2.165, "charge": 0, "homo_energy_ha": -0.36854, "symbols": ["C", "C", "O", "C", "N", "C", "C", "O", "H", "H", "H", "H", "H"], "positions_angstrom": [[2.0994, 0.7912, 0.1369], [1.3968, -0.4723, -0.0154], [1.9134, -1.6028, -0.3012], [-0.1603, -0.4662, -0.0745], [-0.9744, -1.3833, 0.1593], [-2.2479, -0.8237, 0.0773], [-2.0861, 0.4341, -0.1526], [-0.7253, 0.6666, -0.2759], [1.6812, 1.4526, -0.4894], [3.0972, 0.5647, 0.0331], [1.9176, 1.1404, 1.0540], [-3.0766, -1.5070, 0.1188], [-2.8350, 1.2058, -0.2704]], "mulliken_charge": [-1.444, 0.663, -0.537, 0.685, -0.567, -0.125, -0.387, -0.289, 0.422, 0.376, 0.437, 0.395, 0.371]}

- Which value of charge does entry 3 give?
  -2

- Which of these has the lowest charge?
  C4H9CaN6O2S5Sb